Below is a cluster of 20 separate species, C20H80N40O20 in total, with properties calculated with ωB97M-V with the def2-TZVPD basis set.

Geometry (Å):
C (-3.754, 7.201, 0.919)
O (-4.900, 7.408, 0.537)
N (-3.242, 7.585, 2.068)
N (-2.872, 6.455, 0.267)
H (-2.256, 7.803, 2.105)
H (-3.973, 8.072, 2.565)
H (-2.071, 6.221, 0.837)
H (-3.172, 5.902, -0.524)
C (0.983, -6.944, -2.416)
O (0.948, -6.766, -3.600)
N (0.754, -6.132, -1.425)
N (1.677, -7.976, -1.960)
H (1.434, -6.307, -0.699)
H (0.331, -5.224, -1.556)
H (1.660, -8.152, -0.966)
H (1.888, -8.743, -2.582)
C (-0.498, -3.335, -2.962)
O (-0.214, -3.538, -1.788)
N (-0.952, -2.242, -3.346)
N (-0.337, -4.178, -3.950)
H (-1.141, -2.081, -4.325)
H (-1.285, -1.592, -2.649)
H (-0.051, -5.139, -3.825)
H (-0.584, -3.744, -4.828)
C (-0.202, 0.257, 0.030)
O (-1.391, 0.347, 0.207)
N (0.482, 1.314, 0.294)
N (0.464, -0.799, -0.076)
H (-0.041, 2.162, 0.459)
H (1.448, 1.194, 0.022)
H (1.458, -0.736, -0.244)
H (0.114, -1.739, 0.048)
C (-0.031, 7.157, 2.129)
O (-0.535, 6.466, 1.341)
N (0.627, 6.846, 3.199)
N (-0.182, 8.433, 1.901)
H (0.822, 7.570, 3.876)
H (0.815, 5.860, 3.306)
H (0.299, 9.020, 2.567)
H (-0.642, 8.803, 1.081)
C (0.780, 2.183, -5.436)
O (1.863, 2.644, -5.773)
N (-0.098, 1.768, -6.208)
N (0.525, 2.085, -4.209)
H (-0.976, 1.433, -5.836)
H (-0.182, 1.927, -7.202)
H (0.047, 1.252, -3.898)
H (1.137, 2.516, -3.531)
C (-5.463, -2.769, -2.856)
O (-6.314, -3.553, -3.215)
N (-4.156, -2.988, -2.734)
N (-5.686, -1.587, -2.322)
H (-3.681, -3.842, -2.989)
H (-3.614, -2.168, -2.501)
H (-6.688, -1.469, -2.275)
H (-5.034, -1.007, -1.813)
C (3.829, 0.042, -2.718)
O (2.953, -0.398, -1.957)
N (3.618, 1.013, -3.506)
N (4.953, -0.548, -2.821)
H (2.762, 1.543, -3.578)
H (4.426, 1.245, -4.066)
H (5.266, -1.262, -2.179)
H (5.600, -0.215, -3.522)
C (-2.363, 3.453, -1.264)
O (-1.864, 4.490, -1.671)
N (-2.758, 3.150, -0.072)
N (-2.485, 2.503, -2.119)
H (-2.870, 3.899, 0.597)
H (-3.271, 2.285, 0.012)
H (-2.426, 2.582, -3.124)
H (-3.148, 1.895, -1.660)
C (-5.248, 0.056, 4.809)
O (-5.838, -0.075, 3.742)
N (-5.796, 0.286, 5.919)
N (-3.953, -0.081, 4.932)
H (-5.275, 0.123, 6.769)
H (-6.619, 0.863, 6.023)
H (-3.573, 0.119, 5.847)
H (-3.413, -0.342, 4.120)
C (2.452, -4.008, 1.524)
O (3.336, -3.532, 0.818)
N (2.278, -5.234, 1.757)
N (1.540, -3.363, 2.134)
H (1.471, -5.560, 2.270)
H (2.813, -5.931, 1.258)
H (1.383, -3.700, 3.073)
H (1.807, -2.421, 1.887)
C (2.706, 2.984, 3.146)
O (3.177, 3.425, 2.171)
N (2.298, 1.760, 3.052)
N (2.440, 3.512, 4.291)
H (1.632, 1.391, 3.715)
H (2.328, 1.374, 2.119)
H (2.091, 2.899, 5.013)
H (2.502, 4.500, 4.493)
C (-4.627, 0.475, 0.465)
O (-4.203, 0.753, -0.628)
N (-5.817, 0.237, 0.907)
N (-3.847, 0.700, 1.511)
H (-6.574, 0.356, 0.249)
H (-6.074, 0.351, 1.877)
H (-4.191, 0.623, 2.457)
H (-2.865, 0.680, 1.275)
C (-0.139, -0.077, 4.251)
O (0.269, 0.974, 4.663)
N (-1.152, -0.813, 4.729)
N (0.456, -0.726, 3.273)
H (-1.298, -1.741, 4.357)
H (-1.377, -0.516, 5.667)
H (1.371, -0.358, 3.053)
H (-0.251, -1.028, 2.618)
C (-2.043, -3.308, 1.412)
O (-2.126, -3.159, 2.588)
N (-2.949, -2.788, 0.671)
N (-1.080, -4.012, 0.832)
H (-3.033, -3.233, -0.231)
H (-3.650, -2.308, 1.216)
H (-0.404, -4.593, 1.308)
H (-0.990, -3.961, -0.173)
C (1.502, 4.262, -0.712)
O (1.152, 4.915, -1.734)
N (1.073, 4.343, 0.529)
N (2.639, 3.689, -0.734)
H (1.337, 3.717, 1.277)
H (0.274, 4.952, 0.631)
H (3.274, 3.772, -1.516)
H (2.974, 3.164, 0.061)
C (4.384, -0.155, 1.035)
O (3.158, -0.274, 1.099)
N (5.161, -1.012, 0.560)
N (5.057, 0.972, 1.237)
H (6.082, -0.701, 0.286)
H (4.603, -1.841, 0.409)
H (4.580, 1.632, 1.835)
H (6.062, 1.071, 1.253)
C (3.187, -3.321, -5.923)
O (2.734, -2.446, -6.571)
N (3.464, -4.619, -6.282)
N (3.427, -3.228, -4.648)
H (3.992, -5.224, -5.669)
H (3.136, -4.926, -7.187)
H (3.881, -3.996, -4.175)
H (3.211, -2.332, -4.235)
C (-1.824, 3.715, 3.308)
O (-2.787, 4.424, 2.970)
N (-1.043, 3.987, 4.320)
N (-1.428, 2.626, 2.770)
H (-1.092, 4.914, 4.720)
H (-0.835, 3.278, 5.008)
H (-0.733, 2.182, 3.353)
H (-1.996, 2.107, 2.115)
C (4.286, -6.452, -1.075)
O (4.126, -6.836, 0.070)
N (4.838, -7.120, -2.002)
N (3.957, -5.260, -1.486)
H (5.154, -8.028, -1.691)
H (4.845, -6.699, -2.920)
H (3.595, -4.749, -0.694)
H (4.086, -4.888, -2.416)

The value obtained for the HOMO energy is -7.769 eV. The calculation puts the LUMO energy at -0.2 eV. The value obtained for the frontier orbital gap is 0.278 Ha.



Below is an isolated molecule of C3H3F2NS, with properties calculated with ωB97M-V with the def2-TZVPD basis set.

Geometry (Å):
F (-2.719, -0.218, 0.937)
C (-1.733, -0.370, 0.139)
F (-2.287, -0.631, -1.053)
C (-0.429, -0.111, 0.421)
N (0.565, -0.241, -0.454)
C (1.835, 0.341, -0.165)
S (2.318, 0.708, 1.403)
H (-0.374, 0.391, 1.391)
H (0.274, -0.163, -1.537)
H (2.551, 0.295, -1.082)

The value obtained for the HOMO energy is -8.588 eV. The calculation puts the LUMO energy at -0.1 eV. The value obtained for the frontier orbital gap is 0.311 Ha.



Below is a structure of composition C61H39Cl4HfN7, with properties calculated with ωB97M-V with the def2-TZVPD basis set.

Geometry (Å):
Hf (-0.128, -0.154, -0.193)
Cl (-3.853, 7.347, 4.477)
C (-3.075, 6.071, 3.620)
C (-3.660, 4.813, 3.578)
C (-3.037, 3.793, 2.880)
C (-1.825, 4.011, 2.229)
C (-1.251, 5.278, 2.282)
C (-1.870, 6.306, 2.975)
C (-1.194, 2.903, 1.456)
C (-0.031, 2.343, 1.929)
C (0.708, 2.872, 3.049)
C (1.778, 2.079, 3.241)
C (1.664, 0.988, 2.296)
C (2.379, -0.151, 2.404)
C (3.489, -0.469, 3.384)
C (3.073, -0.919, 4.728)
C (3.817, -0.704, 5.841)
C (4.998, 0.060, 5.766)
Cl (5.943, 0.281, 7.141)
C (5.363, 0.689, 4.553)
C (4.627, 0.480, 3.437)
C (2.213, -1.762, 0.261)
N (0.895, -1.981, -0.351)
C (1.039, -2.946, -1.287)
C (0.379, -3.001, -2.492)
C (0.733, -4.115, -3.422)
C (1.645, -3.867, -4.450)
C (2.062, -4.882, -5.292)
C (1.563, -6.166, -5.109)
Cl (2.086, -7.438, -6.147)
C (0.655, -6.430, -4.096)
C (0.246, -5.406, -3.255)
C (-0.313, -1.881, -2.996)
C (-0.769, -1.829, -4.352)
C (-1.255, -0.585, -4.567)
C (-1.175, 0.121, -3.327)
N (-0.575, -0.687, -2.352)
C (-1.798, 1.331, -3.131)
C (-1.962, 1.966, -1.892)
C (-2.854, 3.046, -1.696)
C (-2.770, 3.406, -0.382)
C (-1.777, 2.584, 0.212)
N (-1.314, 1.654, -0.707)
C (-2.425, 1.981, -4.320)
C (-1.711, 2.913, -5.065)
C (-2.270, 3.493, -6.192)
C (-3.554, 3.143, -6.580)
Cl (-4.244, 3.839, -7.998)
C (-4.288, 2.232, -5.834)
C (-3.720, 1.654, -4.711)
C (2.250, -3.713, -1.017)
C (2.985, -3.009, -0.162)
N (0.591, 1.201, 1.440)
H (-4.600, 4.640, 4.084)
H (-3.490, 2.809, 2.838)
H (-0.320, 5.463, 1.759)
H (-1.429, 7.293, 3.004)
H (0.426, 3.742, 3.618)
H (2.555, 2.168, 3.985)
H (2.145, -1.473, 4.793)
H (3.500, -1.090, 6.802)
H (6.213, 1.359, 4.540)
H (4.869, 1.027, 2.539)
H (2.036, -2.864, -4.575)
H (2.779, -4.686, -6.077)
H (0.274, -7.434, -3.968)
H (-0.464, -5.611, -2.462)
H (-0.707, -2.646, -5.051)
H (-1.681, -0.189, -5.474)
H (-3.468, 3.486, -2.464)
H (-3.287, 4.209, 0.115)
H (-0.708, 3.188, -4.763)
H (-1.711, 4.215, -6.772)
H (-5.295, 1.975, -6.134)
H (-4.293, 0.935, -4.138)
H (2.518, -4.633, -1.511)
H (3.959, -3.293, 0.184)
C (-3.704, -0.731, -1.463)
C (-3.534, -0.500, 0.003)
C (-4.617, -0.011, 0.733)
C (-4.569, 0.012, 2.110)
C (-3.457, -0.530, 2.740)
C (-2.404, -0.963, 1.962)
N (-2.392, -0.875, 0.610)
C (-1.253, -1.668, 2.556)
C (-1.407, -2.572, 3.600)
C (-0.298, -3.285, 4.021)
C (0.932, -3.036, 3.430)
C (1.010, -2.083, 2.429)
N (-0.080, -1.444, 1.971)
C (2.270, -1.537, 1.813)
C (3.677, -1.801, 2.422)
C (4.838, -1.535, 1.511)
C (4.879, -0.729, 0.443)
C (3.763, -0.015, -0.203)
C (4.086, 1.319, -0.800)
N (2.568, -0.458, -0.324)
H (-4.521, -1.444, -1.595)
H (-2.810, -1.146, -1.913)
H (-3.991, 0.186, -1.974)
H (-5.497, 0.324, 0.201)
H (-5.407, 0.390, 2.682)
H (-3.402, -0.603, 3.818)
H (-2.379, -2.755, 4.034)
H (-0.391, -4.026, 4.804)
H (1.815, -3.581, 3.738)
H (3.815, -2.717, 2.995)
H (5.772, -1.978, 1.843)
H (5.850, -0.538, -0.004)
H (4.600, 1.958, -0.078)
H (3.179, 1.812, -1.141)
H (4.760, 1.188, -1.650)

The value obtained for the HOMO energy is -10.813 eV. Its charge is +2. The calculation puts the LUMO energy at -7.6 eV. The value obtained for the frontier orbital gap is 0.117 Ha.



Question: What is the HOMO energy in the first record?
Answer: -7.769 eV



Question: frontier orbital gap of number 2 (C3H3F2NS)?
Answer: 0.311 Ha



Question: The lowest HOMO energy belongs to which entry?
Answer: C61H39Cl4HfN7



What did the second record say?
Below is an isolated molecule of C3H3F2NS, with properties calculated with ωB97M-V with the def2-TZVPD basis set.

Geometry (Å):
F (-2.719, -0.218, 0.937)
C (-1.733, -0.370, 0.139)
F (-2.287, -0.631, -1.053)
C (-0.429, -0.111, 0.421)
N (0.565, -0.241, -0.454)
C (1.835, 0.341, -0.165)
S (2.318, 0.708, 1.403)
H (-0.374, 0.391, 1.391)
H (0.274, -0.163, -1.537)
H (2.551, 0.295, -1.082)

The value obtained for the HOMO energy is -8.588 eV. The calculation puts the LUMO energy at -0.1 eV. The value obtained for the frontier orbital gap is 0.311 Ha.